Density functional theory data (the ωB97M-V functional and the def2-TZVPD basis) for a molecular structure, C93H88GeN5O3P2RbS3Te.

Output
Net charge: +1
Spin multiplicity: 2
Lowest unoccupied orbital energy (spin up / spin down), eV: -1.4 / -2.8
HOMO (spin up / spin down), eV: -9.3 / -9.6

Structure (XYZ):
```
197
Properties=species:S:1:pos:R:3:mulliken_spin:R:1
C -2.22 4.70 4.85 0.000
H 6.60 2.97 -0.46 0.000
H -1.51 6.22 -3.77 0.000
H 5.01 -2.67 -7.67 0.000
C 4.46 1.44 1.71 -0.004
C -0.91 5.39 -1.89 0.001
C 2.77 7.30 0.84 0.000
H 1.18 -7.58 2.24 0.000
H -2.07 4.19 8.20 0.000
C 0.04 -5.96 3.10 -0.001
C 5.03 1.84 0.50 -0.009
C -2.65 -4.01 4.94 0.000
C -1.70 2.69 6.71 0.000
H -4.71 0.02 -3.66 0.000
H -2.52 -4.43 -3.80 0.000
C 1.58 6.60 0.85 0.000
H -3.37 -3.64 -8.81 0.000
H -0.86 -7.62 -0.10 0.000
Rb -0.81 0.62 0.07 0.096
H 2.81 8.33 1.18 0.000
C -1.64 2.42 5.35 0.000
C 4.99 1.93 2.90 0.058
H -4.77 -0.79 -0.07 0.000
O -1.18 1.62 2.44 -0.125
C -5.59 3.86 0.43 0.000
C -1.89 3.41 4.42 0.002
C -0.81 -1.20 8.05 -0.001
C 3.76 -1.64 1.91 0.078
H -2.28 -3.74 5.93 0.000
H 1.21 -0.71 -7.33 0.000
C 3.87 -3.16 -5.92 0.000
C 4.49 0.60 -4.47 0.001
H -4.38 3.76 3.59 0.000
H 0.67 7.09 1.19 0.000
N -0.11 -0.25 -4.83 0.000
C 1.12 3.45 -4.39 0.000
C 2.69 -2.94 -5.22 0.000
H -4.13 0.25 6.44 0.000
H 4.80 4.88 -0.41 0.001
H -1.49 -1.23 10.09 0.000
C -1.89 -1.44 -6.70 0.000
H -2.43 5.49 4.14 0.000
H 4.61 -3.84 -5.53 0.000
C 4.87 -3.26 3.34 -0.007
C -2.39 -2.37 -3.16 0.000
H 2.14 -1.47 5.48 0.000
C 1.96 -1.40 -6.94 0.000
C -1.12 5.36 -0.51 -0.002
H -0.03 -2.19 9.80 0.000
C 3.14 -1.62 -7.64 0.000
C 1.76 -2.06 -5.74 0.000
H -0.07 -4.27 -6.14 0.000
H 3.15 -2.39 0.00 0.014
H 0.90 -4.88 -2.90 0.000
H 0.07 -0.43 9.85 0.000
C 2.70 4.66 -0.04 -0.001
H -5.32 -2.11 0.97 0.000
C -2.99 -1.12 -3.11 -0.001
C -1.67 6.21 -2.70 0.000
C 6.14 2.68 0.49 0.005
C -2.08 -0.97 7.54 0.001
H -6.50 4.08 -0.11 0.000
S 0.21 -1.75 -4.92 0.001
C -2.65 7.03 -2.13 0.000
H 4.87 7.23 0.36 0.000
H 4.63 1.48 -0.44 0.003
O 0.22 2.94 -0.13 0.018
C 2.63 -0.34 -2.61 0.002
H -0.30 -2.32 0.58 -0.012
C -2.67 -3.26 -8.07 0.000
H 5.33 -3.51 4.28 0.001
C -4.39 3.69 2.51 0.000
H -4.74 -4.10 -4.85 0.000
H -2.30 6.16 1.12 0.000
H 3.32 -1.11 -8.58 0.000
H -2.43 -3.65 -0.50 0.000
C -0.82 -3.62 -6.58 0.000
H -3.63 7.64 -0.32 0.000
C -3.27 3.22 0.42 0.002
C 4.09 -2.50 -7.12 0.000
H 1.62 5.50 -4.78 0.000
H 1.33 -0.59 4.19 0.155
C 4.77 -4.22 2.34 0.031
C 0.60 2.28 -4.92 0.000
C 3.90 5.36 -0.06 0.002
C -2.86 7.01 -0.76 0.000
H -1.50 1.90 7.42 0.000
C -1.70 -4.10 -7.54 0.000
C -4.25 -3.27 -4.36 0.000
C -3.47 -1.24 1.56 -0.002
H -2.91 -0.82 8.23 0.000
H -2.50 -5.89 0.56 0.000
H -4.46 3.42 -1.35 0.000
C -0.78 -4.16 -1.77 0.000
H -1.94 -0.42 -6.34 0.000
N 0.23 -2.74 -3.74 0.000
H -2.46 -0.31 -2.62 -0.001
C 4.17 -3.90 1.12 -0.006
H 2.62 0.18 0.11 0.080
H -3.24 7.68 -2.76 0.000
C 0.24 3.36 -7.03 0.000
C 4.90 -0.20 -3.42 0.002
H -0.17 4.73 -2.32 -0.001
H -1.40 -6.33 4.64 0.000
C 6.67 3.16 1.68 0.014
H 4.32 -1.30 -1.69 -0.012
S 0.48 0.93 -3.76 -0.001
H 7.53 3.81 1.68 0.000
C -4.44 3.49 -0.27 0.000
H 4.55 1.64 3.85 0.010
H -3.28 -3.20 4.57 0.000
H -4.44 -1.44 6.02 0.000
H 5.95 -0.46 -3.31 0.000
C 6.09 2.79 2.89 0.002
H 1.45 3.47 -3.36 0.000
H -5.84 -1.89 -4.77 0.000
H 1.25 -1.48 7.50 0.000
C 0.77 4.54 -6.51 0.000
H 4.46 -1.24 3.91 0.006
C -2.35 -0.91 6.17 -0.005
H -2.39 2.93 -0.13 0.002
C 0.51 -5.02 2.19 0.001
C -2.10 6.18 0.05 0.000
H 0.42 4.07 2.72 -0.002
C -1.31 -1.14 5.26 0.017
H 2.65 3.62 -0.37 -0.009
C 3.66 -2.62 0.92 0.012
C 0.23 -1.34 7.13 0.003
H -2.54 5.97 6.55 0.000
H 5.20 0.97 -5.19 0.000
H 1.31 -7.44 3.99 0.000
C 3.93 6.68 0.38 -0.001
C 0.62 -7.35 3.15 0.000
C -5.57 3.95 1.81 0.000
H -1.38 1.42 5.00 -0.004
C -3.00 -3.46 -3.78 0.000
C 0.16 2.22 -6.24 0.000
H -1.63 -5.13 -7.86 0.000
C -0.92 -2.29 -6.18 0.000
H 1.08 -1.94 1.62 0.131
H 0.85 -7.13 -1.82 0.000
N -0.39 -1.44 -1.49 -0.004
H -0.15 -8.10 3.29 0.000
C -4.23 -0.95 -3.69 0.000
H -0.85 5.28 2.48 0.000
H 4.08 -4.65 0.34 0.000
S -0.78 -2.49 -2.39 0.001
H -6.46 4.23 2.35 0.000
O -2.45 -1.34 0.81 0.003
Ge 3.00 0.14 1.61 0.641
C -1.76 -5.68 -0.20 -0.001
C -3.79 -0.58 5.81 0.000
C 2.23 0.48 -3.65 0.005
C -0.98 -5.59 3.97 0.000
C 1.54 5.28 0.42 0.003
H 0.85 5.42 -7.14 0.000
C 0.16 -5.12 -2.14 0.001
C 4.37 -1.98 3.12 0.046
H -3.53 -1.29 -8.07 0.000
C 0.01 -1.31 5.76 0.016
H 1.88 -0.69 -1.90 -0.013
H -3.27 -4.90 5.05 0.000
C 3.97 -0.67 -2.50 0.008
C -1.74 -4.43 -0.80 -0.001
C -3.24 3.33 1.82 -0.001
H -5.46 -0.45 1.55 0.000
C 1.21 4.58 -5.19 0.000
C -2.77 -1.94 -7.65 0.000
C -0.49 4.30 2.16 -0.001
C 0.02 -3.73 2.17 -0.009
H 6.49 3.16 3.83 0.000
H 5.14 -5.22 2.50 0.001
N -0.28 1.23 -2.57 -0.001
C -0.55 -1.27 9.53 0.000
Te -1.39 -1.27 3.11 -0.045
H 1.22 -2.36 4.28 -0.016
C -4.86 -2.02 -4.31 0.000
P -1.68 3.01 2.67 0.016
C 0.12 -6.37 -1.53 0.000
N -3.37 -1.25 2.89 0.003
P 0.02 4.32 0.41 0.012
C 0.53 -2.75 1.15 -0.108
C -0.84 -6.65 -0.57 0.000
H 2.48 -3.44 -4.28 0.000
C -4.84 -1.13 0.96 0.000
H -0.25 1.30 -6.63 0.000
H 1.28 -5.30 1.47 0.002
H 1.19 -3.24 0.43 -0.003
H -0.10 3.33 -8.06 0.000
H -3.91 -0.32 4.77 0.000
H 2.83 1.56 -5.42 0.000
C -0.96 -3.35 3.10 -0.006
C -2.02 3.97 7.14 0.000
C 1.24 -1.44 4.87 -0.095
C 3.15 0.94 -4.60 0.000
C -1.50 -4.30 3.99 -0.001
C -2.28 4.98 6.21 0.000
```